1.
18
Properties=species:S:1:pos:R:3 method="wB97M-V/def2-TZVPD" energy_ev=-9459.4456 e_lumo_ev=3.715 homo_lumo_gap_ev=7.50 de_lowest_kcal_mol=13.46 multiplicity=1 total_charge=-1
O -0.2908 2.9593 2.8094
O 0.5209 0.9577 2.1856
C 0.0174 -0.9471 -0.4016
C 0.6636 -0.7154 -1.7735
C -0.8099 2.2783 0.5796
C 0.2310 -2.4407 -0.0027
C -0.0903 2.0325 1.9823
H -0.1761 2.8975 -0.0499
H -0.4155 -2.6735 0.8468
H -1.0545 -0.8299 -0.5643
H 0.5173 0.3635 -1.9731
H 0.0715 -3.1725 -0.7890
H 0.4482 -0.2759 0.3376
H 0.1915 -1.2492 -2.5962
H -1.0337 1.2652 0.2448
H 1.2580 -2.4402 0.3712
H -1.7968 2.7328 0.6825
H 1.7482 -0.7426 -1.8895

=====

2.
18
Properties=species:S:1:pos:R:3 method="wB97M-V/def2-TZVPD" energy_ev=-9459.8963 e_lumo_ev=3.725 homo_lumo_gap_ev=7.63 de_lowest_kcal_mol=3.07 multiplicity=1 total_charge=-1
O 1.3479 2.8264 -1.8112
O -0.0478 1.0723 -2.0073
C 1.0676 1.6058 -1.7957
C -2.0230 -0.2339 0.1860
C -0.6202 -0.4443 0.7910
C -0.5797 -1.3390 2.0223
C 2.2493 0.6655 -1.4583
H 1.8997 -0.3663 -1.4333
H -1.8865 0.4566 -0.6439
H -2.7108 0.1347 0.9497
H -0.7810 -0.7646 2.9339
H 0.0388 -0.7281 -0.0253
H -2.4232 -1.1738 -0.2097
H 3.0617 0.7613 -2.1851
H -1.3345 -2.1303 1.9695
H 0.3859 -1.8241 2.1548
H 2.6279 0.9244 -0.4705
H -0.2721 0.5574 1.0331

=====

3.
18
Properties=species:S:1:pos:R:3 method="wB97M-V/def2-TZVPD" energy_ev=-9457.3356 e_lumo_ev=3.875 homo_lumo_gap_ev=7.85 de_lowest_kcal_mol=62.12 multiplicity=1 total_charge=-1
O -1.1249 0.2950 1.0175
O -0.1709 2.2178 0.5002
C -0.1523 1.0336 0.9652
C 2.3725 1.2489 0.0201
C -1.5683 -1.6024 -1.4830
C 1.2550 0.2665 0.6981
C -0.7253 -2.7550 -1.1225
H -1.1365 -3.7002 -1.6994
H 2.1960 1.6336 -0.9655
H -1.1072 -0.6022 -0.8027
H -0.9709 -3.0542 -0.0613
H 2.4478 2.1856 0.7411
H 1.0503 -0.5202 0.0259
H 3.4140 0.7386 0.0055
H -1.6634 -1.0569 -2.5369
H 0.2779 -2.7384 -1.5459
H 1.5046 -0.3885 1.5855
H -2.7358 -1.7493 -1.3550

=====

4.
18
Properties=species:S:1:pos:R:3 method="wB97M-V/def2-TZVPD" energy_ev=-9458.7939 e_lumo_ev=3.859 homo_lumo_gap_ev=7.40 de_lowest_kcal_mol=28.49 multiplicity=1 total_charge=-1
O -1.6530 0.4219 1.3184
O -1.6743 2.5481 1.6326
C -0.4887 -2.3666 -0.0408
C 0.6552 -2.0602 -0.9943
C 0.3995 1.5793 0.7890
C 0.3577 2.0526 -0.5979
C -1.1058 1.5707 1.2703
H 0.4212 3.1690 -0.5185
H -0.6773 1.8843 -1.1230
H 1.0473 -2.8874 -1.6230
H -0.1850 -3.2374 0.6274
H 1.0415 2.1082 1.4364
H 1.5615 -1.7494 -0.4228
H 0.4528 -1.1254 -1.6086
H -0.7630 -1.6021 0.6043
H 0.8284 0.5140 0.8094
H 1.2428 1.8820 -1.1253
H -1.4608 -2.7015 -0.4336

=====

5.
18
Properties=species:S:1:pos:R:3 method="wB97M-V/def2-TZVPD" energy_ev=-9455.4342 e_lumo_ev="6.707 / 6.616" homo_lumo_gap_ev="2.83 / 8.23" de_lowest_kcal_mol=14.82 multiplicity=2 total_charge=-2 s_squared=0.750
O 0.9364 0.6966 3.8944
O 1.2475 -0.9955 2.4182
C -1.6163 0.6421 -1.7880
C 1.3258 0.1783 2.8155
C -1.2837 -0.4763 -0.7745
C -0.6297 -1.5947 -1.6019
C 2.1516 1.1788 1.9338
H -0.7072 -0.0994 0.0601
H 0.4512 -1.4516 -1.4879
H -1.6232 0.2760 -2.8049
H -2.2344 -0.8443 -0.3126
H -0.7568 1.3334 -1.8677
H -0.9005 -2.6345 -1.3416
H -2.6187 1.0265 -1.5979
H 2.1242 2.2011 2.3297
H -0.8033 -1.4780 -2.6396
H 3.2231 0.8489 1.8331
H 1.7139 1.1926 0.9317

=====

6.
18
Properties=species:S:1:pos:R:3 method="wB97M-V/def2-TZVPD" energy_ev=-9455.9135 e_lumo_ev="0.769 / -3.296" homo_lumo_gap_ev="11.40 / 7.23" de_lowest_kcal_mol=12.33 multiplicity=2 s_squared=0.755
O 2.6836 -0.7917 1.1281
O 0.7068 0.3043 1.2204
C -0.5899 -2.2975 1.5030
C -1.0087 1.5718 -2.3070
C 1.4355 -0.6844 1.2647
C -0.2400 2.6832 -1.6295
C 0.8658 -1.9868 1.8539
H -0.7938 3.4327 -1.0577
H 0.4505 3.2609 -2.2430
H -0.4770 1.0596 -3.1162
H 0.3472 2.3225 -0.7650
H -1.8495 2.0712 -2.7885
H 0.9837 -1.7938 2.9220
H -1.4067 0.7376 -1.7324
H 1.5797 -2.7818 1.6359
H -0.6456 -2.5921 0.4507
H -1.1844 -1.3887 1.5140
H -0.8572 -3.1271 2.1465

=====

7.
18
Properties=species:S:1:pos:R:3 method="wB97M-V/def2-TZVPD" energy_ev=-9456.1159 e_lumo_ev="0.835 / -2.916" homo_lumo_gap_ev="11.40 / 7.73" de_lowest_kcal_mol=7.66 multiplicity=2 s_squared=0.756
O 3.3320 -1.0096 0.6685
O 1.8539 0.6620 1.1283
C 2.2743 -0.4502 0.7688
C 0.8939 -1.2953 0.3421
C 1.2389 -2.2370 -0.7728
C -1.8353 2.3282 0.4482
C -1.7476 1.1980 -0.6018
H 0.1551 -0.5336 0.1170
H -0.8194 0.6833 -0.4089
H 2.2817 -2.5224 -0.6596
H -1.8486 1.4147 -1.6645
H -2.8689 2.5559 0.6863
H -2.5050 0.4567 -0.3553
H -1.3260 3.2146 0.0850
H -1.3875 1.9567 1.3759
H 0.4969 -3.0335 -0.7780
H 0.6907 -1.7038 1.3364
H 1.1209 -1.6845 -1.7156

=====

8.
19
Properties=species:S:1:pos:R:3 method="wB97M-V/def2-TZVPD" energy_ev=-11504.9613 e_lumo_ev=3.642 homo_lumo_gap_ev=7.60 de_lowest_kcal_mol=71.63 multiplicity=1 total_charge=-1
O -0.3129 0.2534 -1.1951
O 0.5463 3.2720 1.2019
O -2.4749 -0.2257 -1.0878
C 0.8100 2.1672 0.3910
C -1.0644 -2.0330 -1.2771
C -1.2642 -0.4766 -1.1491
C 1.9813 1.4965 1.1180
C -1.1177 -2.8518 0.0577
H 1.4806 1.1016 2.0482
H -0.2932 -2.3350 -1.9461
H 2.6202 0.7560 0.7185
H -0.3702 -2.6142 0.6623
H 2.6089 2.1906 1.6804
H -2.1176 -2.2350 -1.7887
H -0.8802 -3.9106 -0.0730
H 0.6835 3.9805 0.7365
H 1.3638 2.4157 -0.5286
H -0.0551 1.6830 0.1205
H -2.1443 -2.6345 0.3104

=====

9.
19
Properties=species:S:1:pos:R:3 method="wB97M-V/def2-TZVPD" energy_ev=-11505.9859 e_lumo_ev=3.708 homo_lumo_gap_ev=7.76 de_lowest_kcal_mol=48.00 multiplicity=1 total_charge=-1
O 0.1710 -1.5599 -1.4781
O -1.2261 0.9170 0.7279
O -0.4438 3.0270 1.0721
C 0.6314 -2.2791 -0.2915
C 2.1839 -2.1191 0.0344
C -0.2300 -1.8673 0.9431
C -0.5862 2.3339 -1.0846
C -0.8703 2.0618 0.3792
H -1.3283 -2.3508 0.7473
H 0.3034 -3.3318 -0.6943
H -0.4152 -0.7321 0.9236
H 0.0156 -0.6200 -1.4849
H -0.4739 3.3805 -1.3542
H 2.7568 -2.5493 -0.7554
H 2.5392 -1.0321 0.1342
H 0.5000 2.1781 -1.3036
H -1.3124 1.8074 -1.6791
H 0.2622 -2.0040 1.9508
H 2.3717 -2.5993 1.0581

=====

10.
19
Properties=species:S:1:pos:R:3 method="wB97M-V/def2-TZVPD" energy_ev=-11505.9487 e_lumo_ev=3.608 homo_lumo_gap_ev=6.29 de_lowest_kcal_mol=48.86 multiplicity=1 total_charge=-1
O -2.8050 -0.7229 -2.4840
O 1.7022 2.1408 -0.9446
O -3.0060 -1.1436 0.3782
C 0.6592 -0.7702 1.0521
C -0.6178 -0.9017 0.2565
C -1.8737 -0.7772 0.8169
C 1.6434 1.4929 0.3487
C 1.7505 -0.0230 0.2567
H 0.8429 2.0535 -1.3687
H 1.0795 -1.7616 1.2434
H 2.5225 1.9093 0.8102
H -2.7040 -1.0211 -1.5458
H 0.7619 1.8048 0.9152
H -1.8057 -0.2285 1.7870
H 2.7531 -0.3565 0.5481
H -0.5098 -1.2688 -0.7655
H 0.4214 -0.2749 1.9943
H -2.4164 0.1515 -2.5131
H 1.6019 -0.3027 -0.7854

=====

11.
20
Properties=species:S:1:pos:R:3 method="wB97M-V/def2-TZVPD" energy_ev=-28049.0927 e_lumo_ev="-3.725 / -3.878" homo_lumo_gap_ev="6.00 / 7.27" de_lowest_kcal_mol=49.82 multiplicity=6 total_charge=+1 s_squared=8.756
Pm 0.9053 -1.0603 -0.5469
O -0.7015 0.0838 0.9455
O -1.0988 -1.6140 -0.9634
O 1.6887 1.0537 0.3604
C -2.0313 -0.2106 0.5574
C 3.0948 1.2414 0.3579
C -0.4387 1.4335 1.3008
C -2.0044 -0.6826 -0.8942
C 1.0460 1.5549 1.5216
H 3.4654 0.9281 -0.6243
H 1.3654 0.9711 2.4005
H 3.5676 0.6325 1.1431
H -0.9841 1.6949 2.2192
H -2.6999 0.6643 0.6147
H -2.3741 -1.0193 1.2214
H 1.3143 2.6103 1.6812
H 3.3318 2.3008 0.5282
H -2.6956 0.0187 -1.4070
H -1.1089 -0.0563 -2.1596
H -0.7696 2.0984 0.4886

=====

12.
19
Properties=species:S:1:pos:R:3 method="wB97M-V/def2-TZVPD" energy_ev=-27534.0980 e_lumo_ev=0.838 smiles="C=CCSP(O)CC" homo_lumo_gap_ev=9.45 de_lowest_kcal_mol=40.48 multiplicity=1
S -0.5340 0.0376 -1.1687
P 0.7980 -0.3972 0.4784
O 0.6486 0.8916 1.4659
C -3.0462 0.9782 1.0961
C -3.0089 0.2328 -0.0309
C 3.1998 -0.7461 -1.1534
C 2.4939 0.1584 -0.1686
C -2.0548 -0.8180 -0.2859
H 2.4168 1.2116 -0.5975
H -1.5844 -1.3266 0.5726
H -3.6588 0.6480 -0.7960
H 4.2230 -0.9171 -0.8610
H 3.2208 -0.3871 -2.1418
H -2.3936 -1.6829 -1.0021
H -2.4272 0.9016 1.9839
H 2.9805 0.3861 0.6808
H -0.1385 0.8186 2.0077
H -3.8128 1.7701 1.0633
H 2.6777 -1.7597 -1.1431